<A>
DFT (ωB97M-V/def2-TZVPD) results for 2 unconnected molecules or ions with the total composition C10H18N.

XYZ file:
```
29
Properties=species:S:1:pos:R:3
C -2.16592 -0.73770 -1.10567
C -0.88567 -1.02795 -1.03020
C 1.98572 2.65272 0.59323
C 1.40550 1.50295 1.35615
C 1.70356 1.31837 0.01015
C -0.16832 -1.50375 -2.22993
C 1.12405 -1.64459 0.47879
C -1.20251 -1.29759 1.45733
C -0.81254 2.06379 0.07015
C -0.28056 -1.12068 0.26352
N 0.30714 1.16441 0.38230
H -2.72086 -0.23778 -0.34601
H -2.70242 -0.75716 -2.13570
H 1.58906 3.64865 0.38297
H 3.13346 2.63250 0.72347
H 1.57409 1.22273 2.35505
H 2.16733 0.64469 -0.73825
H 0.52311 -0.73261 -2.61907
H 0.53933 -2.25030 -1.86321
H -0.81909 -1.66889 -3.07785
H 1.02965 -2.66721 0.65938
H 1.83363 -1.40880 -0.28639
H 1.48772 -1.23164 1.43969
H -1.58801 -2.28474 1.52255
H -0.67699 -0.91793 2.33481
H -2.10812 -0.61563 1.37706
H -1.60701 1.61779 0.59890
H -0.63176 2.92554 0.73574
H -0.72422 2.37319 -0.96557
```

* HOMO (spin up / spin down): -13.29 / -13.29 eV
* LUMO energy (spin up / spin down): -4.8 / -4.8 eV
* net charge: +1
* multiplicity: 1
* orbital gap (spin up / spin down): 8.5357 / 8.5348 eV

---

<B>
DFT (ωB97M-V/def2-TZVPD) results for 2 unconnected molecules or ions with the total composition C10H18N.

XYZ file:
```
29
Properties=species:S:1:pos:R:3
C 0.87956 -2.05161 -0.06990
C 2.00997 -2.72743 0.72853
C 1.19633 -0.65621 -0.50381
C 0.97662 -0.11521 -1.77528
C 1.58232 0.26738 0.47112
C 1.06782 1.26053 -2.03610
C 1.78020 1.61980 0.22167
C 1.46552 2.13456 -1.04781
H 0.53653 -2.80006 -0.79141
H -0.01423 -2.04878 0.57490
H 1.71979 -3.74204 0.98696
H 0.36737 -0.61051 -2.51406
H 1.83494 -0.05066 1.47595
H 0.99050 1.57456 -3.06639
H 2.38522 2.25282 0.85434
H 1.64996 3.17836 -1.13727
H 2.18524 -2.23101 1.67882
H 2.89947 -2.72933 0.10217
C -2.89975 0.72839 0.24397
C -2.58049 1.05238 1.70650
N -1.64687 0.23716 -0.38889
H -3.68578 -0.00452 0.10977
H -3.19935 1.62402 -0.29105
H -2.26240 2.09463 1.76491
H -1.80838 0.39980 2.09334
H -1.48140 -0.74201 -0.22066
H -1.63286 0.21551 -1.41168
H -0.83562 0.78454 -0.07925
H -3.48021 1.08497 2.32060
```

* HOMO: -12.91 eV
* LUMO energy: -3.1 eV
* net charge: +1
* multiplicity: 1
* orbital gap: 9.7723 eV

---

Which one is most stable, and which one is least stable? <B> is the most stable of them, while <A> is the least stable.

---

<A>
DFT (ωB97M-V/def2-TZVPD) results for a gas-phase ion, C3H8NO2 (charge -1).

XYZ file:
```
14
Properties=species:S:1:pos:R:3
N -0.85413 -1.26560 0.49025
C 0.11935 -0.23892 0.24092
C 0.04189 0.88799 1.31089
O -1.19706 1.27208 1.63967
C 0.01818 0.17816 -1.22679
O 0.81265 -0.75088 -2.03534
H -1.05764 -1.73111 -0.42721
H -1.53913 -0.72533 1.08022
H 1.14920 -0.65880 0.27746
H 0.77786 1.76257 1.03462
H 0.62585 0.25107 2.14257
H 0.51244 1.09890 -1.19497
H -1.05234 0.28444 -1.49418
H 1.64289 -0.36458 -1.83811
```

* HOMO: -2.64 eV
* LUMO energy: 3.9 eV
* net charge: -1
* multiplicity: 1
* orbital gap: 6.5301 eV

---

<B>
DFT (ωB97M-V/def2-TZVPD) results for a molecular structure, C3H8NO2.

XYZ file:
```
14
Properties=species:S:1:pos:R:3
N -0.53272 -1.78732 0.86600
C 0.84252 -1.25784 0.70192
O 0.88140 0.06717 0.40270
H -1.09845 -1.43983 0.10263
H -0.52957 -2.79189 0.93530
H 1.33903 -1.44701 1.67660
H 1.39347 -1.86414 -0.06053
O -0.99995 0.01926 -1.43918
C -0.08186 0.75600 -1.02521
C -0.44264 2.02685 -0.27192
H 0.83879 0.80000 -1.63230
H -1.19359 2.56914 -0.85292
H 0.42795 2.64506 -0.09023
H -0.84439 1.70455 0.68713
```

* HOMO: -3.36 eV
* LUMO energy: 4.6 eV
* net charge: -1
* multiplicity: 1
* orbital gap: 7.9189 eV

---

<C>
DFT (ωB97M-V/def2-TZVPD) results for a gas-phase ion, C3H8NO2 (charge -1).

XYZ file:
```
14
Properties=species:S:1:pos:R:3
N 1.00399 1.22100 0.40488
C -0.02033 0.34819 -0.25252
C 0.46158 -0.73358 -1.29014
O -0.61733 -1.41637 -1.76028
C -0.75829 -0.43825 0.80833
O -1.14225 0.33608 2.00353
H 1.93233 0.83171 0.52243
H 1.22276 1.99933 -0.19677
H -0.53767 1.10484 -0.83776
H 1.07886 -0.17699 -2.04074
H 1.20887 -1.39127 -0.81118
H -1.63737 -0.86002 0.34074
H -0.09387 -1.21136 1.19856
H -2.10128 0.38668 1.91091
```

* HOMO: -2.39 eV
* LUMO energy: 4.0 eV
* net charge: -1
* multiplicity: 1
* orbital gap: 6.4319 eV

---

Which one is most stable, and which one is least stable? <B> is the most stable of them, while <A> is the least stable.

---

<A>
DFT (ωB97M-V/def2-TZVPD) results for C3H5NO3S in the gas phase.

XYZ file:
```
13
Properties=species:S:1:pos:R:3
C -2.48941 1.50986 -0.03213
O -1.22805 0.79791 -0.54350
C -1.11825 -0.50702 -0.06940
O -1.93883 -1.18858 0.48482
S 0.46787 -1.25134 0.07965
N 1.52937 -0.28291 -0.63907
C 2.35035 0.72439 -0.19616
O 2.21961 1.18895 0.97092
H -2.68114 1.04609 1.14035
H -2.16891 2.71987 -0.11142
H -3.24805 1.07351 -0.69014
H 2.07880 -0.68296 -1.60925
H 2.94990 1.09576 -1.04226
```

* HOMO: -9.84 eV
* LUMO energy: 0.3 eV
* multiplicity: 1
* orbital gap: 10.1333 eV

---

<B>
DFT (ωB97M-V/def2-TZVPD) results for C3H5NO3S in the gas phase.

XYZ file:
```
13
Properties=species:S:1:pos:R:3
O 0.14815 2.78542 -0.44648
C 0.04254 1.67799 0.08531
N 0.78920 0.55127 -0.50470
O 1.23877 0.86863 -1.76859
C 0.57054 -0.80965 -0.19477
O 1.02115 -1.68030 -0.85409
C 0.05281 -1.04973 1.17399
S -1.74762 -1.24683 1.15515
H -0.58728 1.42858 1.03455
H 1.01697 1.85249 -1.58167
H 0.55407 -1.87892 1.58984
H 0.20063 -0.01842 1.75369
H -2.00672 0.00498 0.42023
```

* HOMO: -9.78 eV
* LUMO energy: -0.1 eV
* multiplicity: 1
* orbital gap: 9.6303 eV

---

<C>
DFT (ωB97M-V/def2-TZVPD) results for C3H5NO3S in the gas phase.

XYZ file:
```
13
Properties=species:S:1:pos:R:3
O 1.10668 -1.79974 -1.68765
C 1.03337 -1.96825 -0.49943
N 1.09492 -0.95006 0.44035
S 1.34071 0.66162 -0.00092
C -0.28804 1.08142 -0.67078
C -1.44079 1.03356 0.32649
O -2.56152 0.76497 -0.01158
O -1.15426 1.34311 1.60342
H 0.90267 -2.96541 -0.00425
H 0.89518 -1.18480 1.39863
H -0.52810 0.38009 -1.49478
H -0.20568 2.08826 -1.06858
H -0.19513 1.51523 1.66908
```

* HOMO: -9.98 eV
* LUMO energy: 0.3 eV
* multiplicity: 1
* orbital gap: 10.3181 eV

---

Which one is most stable, and which one is least stable? <C> is the most stable of them, while <B> is the least stable.

---

<A>
DFT (ωB97M-V/def2-TZVPD) results for a gas-phase ion, C4H10FIN (charge +1).

XYZ file:
```
17
Properties=species:S:1:pos:R:3
C 1.30517 1.01137 0.22423
C 0.08767 0.08361 -0.03292
N -0.14453 -0.34223 -1.46398
C 0.29410 -1.32324 0.76139
F 1.17515 -2.02260 -0.04213
C -1.41604 0.82525 0.58321
I -3.16894 -0.17732 -0.07758
H 2.32834 0.42707 -0.01650
H 1.19214 1.92973 -0.53428
H 1.42485 1.28678 1.30968
H 0.00022 -1.45816 -1.61562
H 0.56896 0.09818 -1.91884
H -1.13017 0.05241 -1.76633
H -0.72416 -1.77672 0.89685
H 0.86976 -1.21622 1.77687
H -1.24720 0.75543 1.66953
H -1.41530 1.84665 0.24640
```

* HOMO: -13.82 eV
* LUMO energy: -3.4 eV
* net charge: +1
* multiplicity: 1
* orbital gap: 10.3746 eV

---

<B>
DFT (ωB97M-V/def2-TZVPD) results for 2 unconnected molecules or ions with the total composition C4H10FIN.

XYZ file:
```
17
Properties=species:S:1:pos:R:3
C -2.68791 2.29055 0.42695
C 1.45809 -1.95380 -0.54287
C 0.26712 -0.11800 0.70072
C -2.34604 1.07257 -0.33606
N 0.32710 -1.07123 -0.42201
F -1.58130 1.18260 -1.42254
I -3.71591 -0.51716 -0.35175
H -1.88210 2.76737 0.98422
H -3.61197 2.16015 1.19396
H -3.10597 2.88154 -0.41330
H 1.31656 -2.90260 -0.05464
H 1.54964 -2.30100 -1.48341
H 2.32385 -1.48045 -0.18150
H -0.19856 -0.36434 1.63183
H 0.34775 0.93092 0.42498
H 0.13874 -0.35282 -1.14264
H -0.56948 -1.59186 -0.32948
```

* HOMO (spin up / spin down): -13.57 / -11.58 eV
* LUMO energy (spin up / spin down): -3.5 / -5.0 eV
* net charge: +1
* multiplicity: 1
* orbital gap (spin up / spin down): 10.0194 / 6.5366 eV

---

Which one is most stable, and which one is least stable? <A> is the most stable of them, while <B> is the least stable.

---

<A>
DFT (ωB97M-V/def2-TZVPD) results for 2 unconnected molecules or ions with the total composition C3H4BrNO.

XYZ file:
```
10
Properties=species:S:1:pos:R:3
C -1.58411 0.51504 -0.15580
C -1.73658 0.04447 1.09361
Br -0.10819 -0.15286 2.12626
H -0.70171 0.88297 -0.57836
H -2.44943 0.60481 -0.77004
H -2.41684 -0.47808 1.63533
N 2.87256 -0.58102 -0.75271
C 1.80712 -0.17707 -1.05009
O 0.91212 0.19423 -1.67380
H 3.40505 -0.85248 0.12559
```

* HOMO: -9.56 eV
* LUMO energy: 0.7 eV
* multiplicity: 1
* orbital gap: 10.2153 eV

---

<B>
DFT (ωB97M-V/def2-TZVPD) results for 2 unconnected molecules or ions with the total composition C3H4BrNO.

XYZ file:
```
10
Properties=species:S:1:pos:R:3
Br -2.80136 -0.57702 -0.02855
C -1.09985 0.05483 0.14493
N -0.33811 -0.07755 1.17815
C 0.77764 0.62325 0.80873
C 0.76240 1.03094 -0.48695
O -0.47763 0.69600 -0.89349
H 1.50239 0.89935 1.63349
H 1.41582 1.74204 -0.93354
H -0.08419 -2.28592 -0.48060
H 0.34289 -2.10592 -0.94218
```

* HOMO: -9.32 eV
* LUMO energy: 0.8 eV
* multiplicity: 1
* orbital gap: 10.0882 eV

---

<C>
DFT (ωB97M-V/def2-TZVPD) results for a molecular structure, C3H4BrNO.

XYZ file:
```
10
Properties=species:S:1:pos:R:3
C -1.12349 -1.68516 0.05256
C 0.12214 -0.68370 -0.16874
C -0.83565 0.50617 0.07885
N -1.80665 -0.58119 0.13729
O -1.19288 -2.85369 0.03941
Br -4.17664 0.36535 -0.03514
H 0.87084 -1.14049 0.62287
H 0.52305 -0.85804 -1.22215
H -0.72303 0.92550 1.10296
H -0.98922 1.32039 -0.77372
```

* HOMO: -9.80 eV
* LUMO energy: -2.8 eV
* multiplicity: 1
* orbital gap: 6.9979 eV

---

Which one is most stable, and which one is least stable? <A> is the most stable of them, while <C> is the least stable.

---

<A>
DFT (ωB97M-V/def2-TZVPD) results for C7H8N2O2 in the gas phase.

XYZ file:
```
19
Properties=species:S:1:pos:R:3
C -0.32653 2.13587 -0.97906
N 1.02533 1.49138 -0.69214
O 1.81667 2.36504 -0.72734
C 1.04465 0.53864 0.34003
O 2.10059 0.35375 0.92228
C -0.13805 -0.41299 0.19381
C 0.05815 -1.43907 1.20838
C -1.07415 -2.29622 1.32332
C -1.82173 -2.35302 0.16881
C -2.01335 -1.30041 -0.68131
N -1.16501 -0.14427 -0.63533
H -0.46985 2.92057 -0.17682
H -0.42214 2.55537 -2.20686
H -1.00394 1.27353 -1.14321
H 2.50349 1.83877 -0.29734
H 1.08327 -1.29810 1.69273
H -1.09156 -2.93473 2.12463
H -2.62284 -3.21520 -0.19381
H -2.71066 -1.55715 -1.51045
```

* HOMO: -8.12 eV
* LUMO energy: -0.2 eV
* multiplicity: 1
* orbital gap: 7.8910 eV

---

<B>
DFT (ωB97M-V/def2-TZVPD) results for C7H8N2O2 in the gas phase.

XYZ file:
```
19
Properties=species:S:1:pos:R:3
C -2.46455 -1.81068 -1.85696
C -1.51177 -0.84721 -1.21654
C -1.94880 0.46972 -0.87919
C -0.97074 1.20099 -0.07291
C 0.12948 0.53303 0.45354
C 1.18217 1.19433 1.48226
O 0.99292 2.33135 1.91892
O 2.12728 0.50528 1.71187
C 0.63532 -0.52402 -0.39553
N 1.77679 -1.18541 -0.13952
N -0.22383 -1.33643 -1.09030
H -2.07713 -2.19185 -2.86263
H -3.45715 -1.31590 -2.00464
H -2.76150 -2.39505 -0.92375
H -2.94137 0.80673 -1.20488
H -1.40162 2.15634 0.47923
H 1.83387 -0.49080 1.73058
H 2.91324 -0.89491 0.03653
H 1.75281 -2.01164 -0.77594
```

* HOMO: -8.61 eV
* LUMO energy: 0.4 eV
* multiplicity: 1
* orbital gap: 8.9917 eV

---

<C>
DFT (ωB97M-V/def2-TZVPD) results for C7H8N2O2 in the gas phase.

XYZ file:
```
19
Properties=species:S:1:pos:R:3
C -2.06327 -1.43259 -0.48000
C -0.86126 -0.57968 -0.27635
C 0.45138 -1.01141 -0.51808
C 1.56271 -0.28975 -0.09971
N 2.78794 -0.76170 -0.49964
O 3.80202 -0.12739 -0.18748
C 1.43416 0.79062 0.85846
C 0.22689 1.10993 1.35903
C -0.96431 0.67462 0.63110
N -1.08784 1.15911 -0.71560
O -0.06110 1.72760 -1.33651
H -2.21860 -2.03752 0.41714
H -1.92249 -2.09942 -1.32790
H -2.94987 -0.82529 -0.64264
H 0.62084 -1.94242 -1.03676
H 2.35421 1.19446 1.25412
H 0.09765 1.78227 2.19233
H -1.91545 0.76880 1.14896
H 0.70640 1.89975 -0.74047
```

* HOMO (spin up / spin down): -8.69 / -8.69 eV
* LUMO energy (spin up / spin down): -0.9 / -0.9 eV
* multiplicity: 1
* orbital gap (spin up / spin down): 7.7416 / 7.7408 eV

---

Which one is most stable, and which one is least stable? <B> is the most stable of them, while <A> is the least stable.